# 1
Computed, not measured: a cluster of 2 separate species, C5H7N in total at a distorted geometry, with ωB97M-V/def2-TZVPD.

Properties
SMILES string = CC1=CC1.C#N
lowest unoccupied orbital energy = 0.86 eV
total charge = 0
energy relative to the best compared isomer or geometry (same formula, charge and spin) = 4.0780 eV
electronic energy = -6784.4346 eV

CARTESIAN COORDINATES (ANGSTROEM)
C -1.187 -0.712 -1.064
C -0.596 0.135 0.037
C 0.354 0.941 0.324
C -0.695 0.454 1.472
H -0.969 -0.176 -1.923
H -2.263 -0.886 -0.901
H -0.888 -1.688 -0.906
H 1.031 1.696 0.012
H -1.571 1.059 1.880
H -0.368 -0.258 2.233
C 3.782 -0.388 -1.130
N 3.995 -0.296 0.005
H 3.540 -0.686 -2.133


# 2
Computed, not measured: the molecule C5H7N, with ωB97M-V/def2-TZVPD.

Properties
lowest unoccupied orbital energy (spin up / spin down) = 0.47 / 0.47 eV
total charge = 0
energy relative to the best compared isomer or geometry (same formula, charge and spin) = 4.7544 eV
electronic energy = -6783.7582 eV

CARTESIAN COORDINATES (ANGSTROEM)
C 1.668 -0.355 0.539
C 0.291 -0.911 0.531
N -0.745 -0.296 1.121
C -1.578 -0.080 0.031
C -1.146 0.701 -1.069
C -0.798 1.397 -2.001
H 1.859 0.195 1.470
H 2.427 -1.130 0.400
H 1.760 0.370 -0.285
H 0.068 -1.838 0.019
H -0.669 0.285 1.953
H -2.618 -0.392 0.084
H -0.521 2.054 -2.795


# 3
Computed, not measured: a cluster of 2 separate species, C5H7N in total, with ωB97M-V/def2-TZVPD.

Properties
lowest unoccupied orbital energy = -0.41 eV
total charge = 0
energy relative to the best compared isomer or geometry (same formula, charge and spin) = 3.7160 eV
electronic energy = -6784.7965 eV

CARTESIAN COORDINATES (ANGSTROEM)
C 1.900 0.166 0.449
C 0.571 0.152 0.525
C -0.393 1.247 0.377
C -1.604 0.683 0.225
C -1.545 -0.811 0.348
N -0.244 -1.007 0.572
H 2.492 -0.744 0.454
H -0.274 -1.088 -2.418
H 2.428 1.109 0.379
H -0.122 2.297 0.362
H -2.531 1.202 0.014
H -0.829 -1.276 -1.957
H 0.152 -1.931 0.671


# 4
Computed, not measured: a structure of composition C5H7N at a distorted geometry, with ωB97M-V/def2-TZVPD.

Properties
lowest unoccupied orbital energy (spin up / spin down) = -0.64 / -0.21 eV
total charge = 0
energy relative to the best compared isomer or geometry (same formula, charge and spin) = 4.8582 eV
electronic energy = -6783.6543 eV

CARTESIAN COORDINATES (ANGSTROEM)
C -1.049 1.340 0.237
C 0.302 1.028 -0.295
C 1.315 -0.409 0.514
C 0.797 -1.409 -0.316
C -0.564 -1.791 -0.329
N -1.691 -2.066 -0.412
H -1.955 0.956 -0.278
H -0.870 2.414 -0.022
H -1.206 1.320 1.320
H 0.199 1.095 -1.395
H 0.867 -0.184 1.468
H 2.413 -0.361 0.531
H 1.443 -1.932 -1.023


# 5
Computed, not measured: a structure of composition C5H7N at a distorted geometry, with ωB97M-V/def2-TZVPD.

Properties
lowest unoccupied orbital energy = 0.94 eV
total charge = 0
energy relative to the best compared isomer or geometry (same formula, charge and spin) = 5.8035 eV
electronic energy = -6782.7091 eV

CARTESIAN COORDINATES (ANGSTROEM)
C 0.942 1.109 -0.343
C -0.464 0.753 -0.686
C 0.618 -0.130 -1.128
N 0.388 -1.274 0.871
C -0.494 -0.836 1.686
C -0.419 -0.734 -0.286
H 1.274 1.080 0.698
H 1.408 1.899 -0.931
H -1.218 1.288 -1.253
H 1.030 -0.583 -2.005
H -0.283 -0.051 2.412
H -1.527 -1.210 1.648
H -1.256 -1.313 -0.682


# 6
Computed, not measured: a structure of composition C5H7N at a distorted geometry, with ωB97M-V/def2-TZVPD.

Properties
lowest unoccupied orbital energy = 1.12 eV
total charge = 0
energy relative to the best compared isomer or geometry (same formula, charge and spin) = 3.5073 eV
electronic energy = -6785.0053 eV

CARTESIAN COORDINATES (ANGSTROEM)
C 1.087 1.361 1.016
C 0.820 0.690 -0.299
C -0.096 -0.462 0.236
C -0.627 0.957 0.188
C -0.652 -1.461 -0.754
N -0.131 1.626 1.396
H 1.961 1.308 1.730
H 1.191 0.977 -1.286
H 0.122 -0.747 1.270
H -1.442 1.139 -0.464
H -0.891 -1.060 -1.650
H -1.455 -2.129 -0.273
H 0.114 -2.199 -1.112


Please write out number 5 again, unchanged.
Computed, not measured: a structure of composition C5H7N at a distorted geometry, with ωB97M-V/def2-TZVPD.

Properties
lowest unoccupied orbital energy = 0.94 eV
total charge = 0
energy relative to the best compared isomer or geometry (same formula, charge and spin) = 5.8035 eV
electronic energy = -6782.7091 eV

CARTESIAN COORDINATES (ANGSTROEM)
C 0.942 1.109 -0.343
C -0.464 0.753 -0.686
C 0.618 -0.130 -1.128
N 0.388 -1.274 0.871
C -0.494 -0.836 1.686
C -0.419 -0.734 -0.286
H 1.274 1.080 0.698
H 1.408 1.899 -0.931
H -1.218 1.288 -1.253
H 1.030 -0.583 -2.005
H -0.283 -0.051 2.412
H -1.527 -1.210 1.648
H -1.256 -1.313 -0.682